This record from the OMol25 dataset describes a cluster of 2 separate species, C10H7Cl2F3 in total in a non-equilibrium geometry. The level of theory is ωB97M-V with the def2-TZVPD basis set.

```
22
Properties=species:S:1:pos:R:3:forces:R:3:lowdin_charge:R:1
C 1.151259 1.275038 -1.771797 -0.1 -0.2 0.1 -0.047
C -0.147746 1.581847 -1.382345 -0.1 0.1 -0.1 -0.062
C 1.753896 0.101399 -1.332933 0.2 0.1 -0.1 -0.060
C -0.829063 0.756141 -0.518643 0.0 -0.1 0.1 -0.031
C 1.070358 -0.767092 -0.513696 -0.3 0.0 0.2 -0.015
C -0.224076 -0.435324 -0.049863 0.1 0.5 -0.4 -0.243
C -0.862105 -1.300810 0.831245 0.6 -2.3 0.1 0.018
C -0.009297 -3.686782 1.061531 0.2 1.1 0.5 -0.385
C -1.757936 -1.086046 1.894155 -0.5 0.8 0.5 -0.527
C -1.274447 -4.323349 1.606785 -1.0 0.1 0.1 -0.794
F -1.205146 -5.664737 1.631149 0.4 0.1 -0.1 0.111
F -1.492443 -3.939429 2.880504 0.2 0.2 0.1 0.095
F -2.417463 -4.013951 0.944722 0.0 0.0 -0.2 0.079
Cl 0.190500 -4.196398 -0.533520 0.0 -0.1 -0.7 0.665
Cl -2.212520 0.653293 2.363478 -0.1 -0.1 0.1 0.506
H 1.689831 1.947280 -2.423168 0.0 0.0 -0.1 0.110
H -0.623011 2.483327 -1.743013 0.0 0.0 0.0 0.110
H 2.757648 -0.138876 -1.647789 0.1 0.0 0.0 0.109
H -1.840859 0.984035 -0.224259 0.0 0.1 0.1 0.083
H 1.515231 -1.678994 -0.150653 0.1 -0.1 0.0 0.090
H -2.705359 -1.599947 1.714221 0.1 -0.1 0.0 0.095
H -1.338898 -1.511646 2.810751 0.0 0.0 -0.2 0.093
```
Forces are in eV/Å.

Calculated values
orbital gap (alpha / beta) = 0.2360 / 0.2360 Eh
maximum force = 0.04734 Eh/bohr
spin multiplicity = 1
energy = -1605.0342 Eh